1.
ORCA calculation (ωB97M-V/def2-TZVPD) on one molecule with the formula C19H25BrN4O in a non-equilibrium geometry.

Summary:
SMILES: O=C(Nc1cccc(Br)c1)N1CC[C@@H]2NN[C@H]([C@]34CCC[C@H]3C4)[C@H]2C1
HOMO-LUMO gap: 8.380 eV
HOMO: -0.2850 Eh
Total charge: 0
Calculated total energy: -3607.1076 hartree

Geometry (Å):
O: -2.70 0.78 -0.32
C: -2.25 0.99 0.77
N: -3.00 1.70 1.71
C: -2.44 2.58 2.68
C: -1.31 2.18 3.49
C: -0.87 2.88 4.57
C: -1.44 4.15 4.76
C: -2.45 4.65 3.89
Br: -3.15 6.37 4.44
C: -3.00 3.81 2.93
N: -0.95 1.07 0.79
C: -0.20 2.27 0.46
C: 0.34 2.09 -0.97
C: 1.27 0.87 -1.12
N: 1.73 0.41 -2.39
N: 2.45 -0.79 -2.07
C: 1.56 -1.35 -0.97
C: 1.20 -2.84 -1.36
C: 2.38 -3.73 -1.60
C: 1.94 -4.70 -2.64
C: 0.92 -3.97 -3.53
C: 0.32 -2.96 -2.53
C: -0.14 -3.36 -1.13
C: 0.46 -0.30 -0.75
C: -0.21 -0.17 0.61
H: -3.92 1.92 1.42
H: -0.89 1.13 3.26
H: -0.03 2.64 5.13
H: -0.86 4.71 5.56
H: -3.95 4.06 2.37
H: 0.58 2.24 1.14
H: -0.81 3.21 0.50
H: 0.92 2.92 -1.29
H: -0.55 2.02 -1.70
H: 2.09 0.92 -0.31
H: 2.24 1.14 -2.92
H: 2.48 -1.46 -2.86
H: 2.13 -1.38 -0.01
H: 3.27 -3.31 -1.90
H: 2.57 -4.14 -0.65
H: 1.36 -5.54 -2.13
H: 2.73 -5.16 -3.27
H: 1.49 -3.37 -4.32
H: 0.21 -4.69 -4.01
H: 0.12 -1.97 -2.93
H: -0.26 -4.33 -0.81
H: -0.88 -2.73 -0.78
H: -0.32 -0.44 -1.43
H: 0.65 0.02 1.32
H: -0.80 -1.04 0.89

Mulliken analysis output, partial charges in e:
1. O -0.63
2. C 0.29
3. N -0.17
4. C 0.61
5. C 0.18
6. C -0.87
7. C -0.15
8. C -0.44
9. Br -0.19
10. C -0.21
11. N 0.67
12. C -0.86
13. C -1.04
14. C 0.34
15. N -0.34
16. N -0.55
17. C 0.06
18. C 0.67
19. C -1.49
20. C -0.49
21. C -0.74
22. C -0.28
23. C -1.11
24. C -0.09
25. C -1.93
26. H 0.27
27. H 0.13
28. H 0.43
29. H 0.27
30. H 0.29
31. H 0.44
32. H 0.42
33. H 0.47
34. H 0.33
35. H 0.21
36. H 0.33
37. H 0.38
38. H 0.52
39. H 0.50
40. H 0.46
41. H 0.21
42. H 0.41
43. H 0.26
44. H 0.34
45. H 0.33
46. H 0.35
47. H 0.31
48. H 0.43
49. H 0.25
50. H 0.40

---

2.
ORCA calculation (ωB97M-V/def2-TZVPD) on C12H20F2N4O8S4 as an isolated structure in a non-equilibrium geometry.

Summary:
HOMO-LUMO gap: 5.112 eV
HOMO: -0.3056 Eh
Total charge: 0
Calculated total energy: -3082.5277 hartree

Geometry (Å):
C: 1.71 -2.07 2.69
C: 1.41 -0.85 1.88
C: 2.49 -0.08 1.38
C: 3.93 -0.49 1.57
C: 4.87 0.01 0.47
C: 4.55 -0.61 -0.89
N: 5.70 -0.53 -1.80
N: 2.31 1.01 0.68
N: 1.07 1.43 0.47
S: 0.99 2.88 -0.52
C: -0.02 0.79 0.89
S: -1.59 1.65 0.46
C: -3.08 0.92 1.08
O: -1.51 2.93 1.10
O: -1.66 1.61 -0.95
C: 0.11 -0.43 1.59
C: -1.05 -1.30 1.95
C: -1.57 -2.08 0.72
C: -0.59 -3.18 0.40
O: -0.44 -4.13 1.10
O: 0.10 -3.04 -0.76
H: 2.67 -1.99 3.19
H: 0.96 -2.25 3.45
H: 1.72 -2.95 2.04
H: 4.00 -1.57 1.59
H: 4.27 -0.07 2.52
H: 5.87 -0.31 0.73
H: 4.86 1.10 0.41
H: 4.29 -1.66 -0.71
H: 3.66 -0.16 -1.33
H: 5.42 -0.11 -2.68
H: 6.00 -1.46 -2.05
H: 1.57 3.63 0.42
H: -3.12 0.88 2.16
H: -3.78 1.69 0.74
H: -3.33 0.00 0.58
H: -1.84 -0.76 2.45
H: -0.72 -2.06 2.65
H: -2.54 -2.51 0.95
H: -1.65 -1.43 -0.16
H: 0.63 -2.24 -0.78
N: -4.38 2.50 -3.37
S: -5.47 3.06 -2.38
O: -5.91 2.12 -1.39
O: -6.45 3.94 -2.93
F: -4.51 4.02 -1.55
S: -4.85 1.39 -4.40
O: -3.72 0.76 -5.00
O: -5.95 1.76 -5.22
F: -5.44 0.26 -3.44

Mulliken analysis output, partial charges in e:
1. C -2.39
2. C 0.72
3. C 0.89
4. C -0.82
5. C -0.83
6. C -0.47
7. N -0.67
8. N -0.74
9. N 0.22
10. S -0.03
11. C -0.44
12. S 1.28
13. C -0.97
14. O -0.61
15. O -0.56
16. C 1.39
17. C -1.09
18. C -0.44
19. C -0.04
20. O -0.48
21. O -0.50
22. H 0.53
23. H 0.46
24. H 0.41
25. H 0.40
26. H 0.37
27. H 0.36
28. H 0.29
29. H 0.31
30. H 0.33
31. H 0.27
32. H 0.26
33. H 0.22
34. H 0.40
35. H 0.40
36. H 0.30
37. H 0.53
38. H 0.29
39. H 0.53
40. H 0.50
41. H 0.35
42. N -0.32
43. S 1.18
44. O -0.61
45. O -0.61
46. F -0.27
47. S 1.12
48. O -0.62
49. O -0.57
50. F -0.28

---

3.
ORCA calculation (ωB97M-V/def2-TZVPD) on C2H5CdF6N3O13S6 as an isolated structure in a non-equilibrium geometry.

Summary:
HOMO-LUMO gap: 7.734 eV
HOMO: -0.1289 Eh
Total charge: -2
Calculated total energy: -4377.6587 hartree
Energy above the lowest of the compared OMol25 structures with the same formula, charge and spin: 0.0 kcal per mole

Geometry (Å):
Cd: -0.77 0.45 -0.16
C: -0.33 -1.36 -3.36
C: -1.33 -0.23 -3.23
O: -1.03 0.69 -2.24
H: -0.58 -1.93 -4.26
H: -0.42 -2.06 -2.52
H: 0.73 -1.12 -3.37
H: -2.34 -0.65 -3.12
H: -1.43 0.28 -4.21
N: -1.54 -1.23 0.59
S: -0.90 -2.36 1.47
O: -0.33 -3.47 0.77
O: -1.42 -2.47 2.80
F: 0.41 -1.43 1.77
S: -3.09 -1.88 0.50
O: -3.89 -1.74 1.69
O: -3.40 -2.89 -0.48
F: -3.59 -0.61 -0.39
N: -0.66 1.93 1.18
S: -1.72 2.15 2.49
O: -2.52 3.36 2.50
O: -1.46 1.48 3.73
F: -2.84 1.16 1.84
S: 0.35 3.02 1.77
O: 1.13 2.56 2.88
O: 0.01 4.41 1.83
F: 1.37 2.97 0.57
N: 3.93 0.94 -0.47
S: 2.63 0.03 -0.98
O: 1.35 0.24 -0.35
O: 2.94 -1.32 -1.36
F: 2.38 0.76 -2.38
S: 4.36 0.11 0.79
O: 5.24 -1.01 0.57
O: 3.35 0.02 1.80
F: 5.40 1.20 1.35

Mulliken analysis output, partial charges in e:
1. Cd 2.05
2. C -0.88
3. C -0.23
4. O -0.86
5. H 0.39
6. H 0.17
7. H 0.13
8. H 0.18
9. H 0.33
10. N 0.09
11. S 0.84
12. O -0.59
13. O -0.60
14. F -0.29
15. S 1.05
16. O -0.57
17. O -0.60
18. F -0.36
19. N 0.11
20. S 0.87
21. O -0.58
22. O -0.53
23. F -0.31
24. S 0.95
25. O -0.58
26. O -0.63
27. F -0.28
28. N -0.45
29. S 0.91
30. O -0.48
31. O -0.59
32. F -0.30
33. S 1.09
34. O -0.63
35. O -0.53
36. F -0.30

---

4.
ORCA calculation (ωB97M-V/def2-TZVPD) on one molecule with the formula C28H38N2O2.

Summary:
SMILES: CCN(Cc1ccc(C#CCCO)cc1)C[C@@H]1CCCN(CCc2cccc(OC)c2)C1
HOMO-LUMO gap: 9.052 eV
HOMO: -0.3031 Eh
Total charge: 0
Calculated total energy: -1349.6762 hartree
Energy above the lowest of the compared OMol25 structures with the same formula, charge and spin: 0.0 kcal per mole

Geometry (Å):
C: -3.55 3.61 -2.31
C: -3.32 3.99 -0.85
N: -2.57 2.96 -0.15
C: -3.40 1.83 0.23
C: -2.69 0.50 0.10
C: -2.72 -0.42 1.14
C: -2.12 -1.66 1.00
C: -1.48 -2.00 -0.19
C: -0.89 -3.27 -0.35
C: -0.40 -4.37 -0.48
C: 0.16 -5.69 -0.60
C: 0.57 -6.27 0.76
O: 1.80 -5.77 1.23
C: -1.44 -1.06 -1.23
C: -2.05 0.17 -1.08
C: -1.76 3.44 0.95
C: -0.49 2.61 1.14
C: 0.30 3.08 2.36
C: 1.58 2.26 2.47
C: 2.38 2.36 1.17
N: 1.58 1.89 0.06
C: 2.33 1.79 -1.18
C: 1.76 0.71 -2.11
C: 2.14 -0.68 -1.68
C: 2.81 -1.53 -2.54
C: 3.18 -2.80 -2.12
C: 2.89 -3.22 -0.83
C: 2.21 -2.36 0.03
O: 1.96 -2.86 1.29
C: 1.38 -2.01 2.24
C: 1.84 -1.10 -0.39
C: 0.40 2.71 -0.09
H: -4.16 2.71 -2.40
H: -4.07 4.42 -2.83
H: -2.60 3.43 -2.80
H: -2.73 4.91 -0.83
H: -4.29 4.21 -0.37
H: -4.27 1.79 -0.43
H: -3.78 1.94 1.26
H: -3.21 -0.17 2.07
H: -2.16 -2.38 1.80
H: 1.03 -5.66 -1.26
H: -0.59 -6.35 -1.05
H: -0.23 -6.08 1.49
H: 0.71 -7.35 0.67
H: 1.75 -4.80 1.28
H: -0.94 -1.33 -2.15
H: -2.04 0.88 -1.89
H: -2.33 3.46 1.89
H: -1.46 4.47 0.73
H: -0.77 1.56 1.28
H: -0.30 2.96 3.27
H: 0.54 4.14 2.26
H: 1.33 1.22 2.65
H: 2.19 2.62 3.30
H: 3.28 1.74 1.25
H: 2.70 3.41 1.03
H: 2.36 2.75 -1.71
H: 3.37 1.52 -0.94
H: 0.67 0.79 -2.12
H: 2.12 0.89 -3.13
H: 3.05 -1.21 -3.54
H: 3.71 -3.46 -2.79
H: 3.19 -4.19 -0.48
H: 0.38 -1.68 1.94
H: 1.31 -2.59 3.16
H: 2.01 -1.13 2.42
H: 1.32 -0.41 0.25
H: -0.17 2.36 -0.96
H: 0.67 3.77 -0.26

Mulliken analysis output, partial charges in e:
1. C -1.24
2. C -0.52
3. N 1.00
4. C -1.60
5. C 0.59
6. C -0.57
7. C -0.90
8. C 1.14
9. C -0.35
10. C -0.27
11. C -0.59
12. C -0.49
13. O -0.57
14. C -0.86
15. C 0.10
16. C -2.45
17. C 2.72
18. C -1.24
19. C -0.23
20. C -1.09
21. N 1.04
22. C -1.05
23. C -0.76
24. C -0.07
25. C -0.83
26. C -0.87
27. C -0.60
28. C 0.19
29. O -0.49
30. C -0.72
31. C 0.74
32. C -1.93
33. H 0.31
34. H 0.46
35. H 0.23
36. H 0.39
37. H 0.35
38. H 0.51
39. H 0.19
40. H 0.38
41. H 0.45
42. H 0.25
43. H 0.38
44. H 0.28
45. H 0.37
46. H 0.36
47. H 0.50
48. H 0.37
49. H 0.16
50. H 0.51
51. H -0.77
52. H 0.46
53. H 0.38
54. H -0.01
55. H 0.46
56. H 0.48
57. H 0.38
58. H 0.34
59. H 0.59
60. H 0.05
61. H 0.50
62. H 0.40
63. H 0.40
64. H 0.68
65. H 0.15
66. H 0.34
67. H 0.28
68. H 0.54
69. H 0.55
70. H 0.16